Density functional theory data (ωB97M-V with the def2-TZVPD basis set) for C31H25BCl6N9O6Ti as an isolated structure in a non-equilibrium geometry.

Geometry as XYZ:
```
79
Properties=species:S:1:pos:R:3:forces:R:3
Ti -0.15280 0.10911 -1.67699 0.7 1.9 0.9
Cl -0.17193 -2.32243 -2.39544 0.0 -1.2 -1.2
Cl 1.63643 4.88344 0.76245 0.0 0.0 0.0
Cl 4.72640 -4.43244 -0.50566 0.0 0.0 0.0
Cl 3.87338 0.84396 -1.33756 0.0 0.1 0.0
Cl 1.73967 -5.01973 -1.44897 0.0 -0.1 0.0
Cl 5.73353 -1.47416 -0.46383 0.0 0.0 0.0
O -2.37400 0.81929 -8.26685 0.0 0.0 0.0
O 0.73323 1.62405 -1.03601 0.3 0.0 0.0
O -3.49219 -0.70098 -3.32933 -0.2 0.2 0.1
O -0.49627 2.05435 -8.52046 0.0 0.0 0.0
O 1.42437 3.53474 -1.95682 0.0 0.0 0.0
O -2.09913 0.35051 -1.89950 -0.1 -1.1 0.1
N -1.45720 1.38543 0.90071 0.1 0.0 0.0
N -0.43476 0.93273 -3.67378 0.0 -0.1 0.0
N -0.27321 -1.32850 0.26840 -0.5 -0.1 -0.1
N 1.82076 0.39562 2.40392 0.0 0.1 0.1
N -1.31321 -0.67960 3.87872 0.1 -0.1 0.0
N -2.58920 -1.10689 3.99607 0.0 0.1 0.0
N -0.95080 1.09774 2.11863 -0.2 0.0 -0.1
N -1.03746 -1.30407 1.39543 0.0 0.3 0.0
N 0.89218 -0.50873 2.77951 0.0 -0.1 -0.1
C -1.76732 -0.65686 6.03916 0.0 0.0 0.0
C 2.99864 -0.15256 2.65626 0.0 0.0 0.0
C -2.53787 0.00693 -3.08401 0.3 0.1 -0.5
C -1.67493 2.69141 0.88425 0.0 0.0 0.0
C -1.95625 0.67545 -5.49651 0.0 -0.1 0.0
C 3.67415 -3.13780 -0.96387 0.1 -0.1 0.0
C -2.22095 3.36674 -0.33410 0.0 0.0 0.0
C 1.48114 -1.63351 3.23682 0.0 0.0 0.0
C 1.29451 2.80216 -1.00551 -0.1 0.0 0.0
C -4.22523 -1.51660 5.77266 0.0 0.0 0.0
C 3.23936 -0.77632 -1.31640 -0.1 0.0 -0.2
C 2.38184 -3.40636 -1.37600 -0.2 0.1 -0.1
C 1.82077 3.14652 0.38241 0.0 0.0 0.0
C 1.59288 -2.34601 -1.74865 -0.1 0.2 0.4
C -1.33380 1.38588 -7.88311 0.0 0.0 0.0
C -1.99960 -2.77949 0.04431 0.0 0.1 0.2
C 4.26338 0.61228 2.43594 0.0 0.0 0.0
C 4.10493 -1.80754 -0.94362 0.0 0.0 0.0
C 0.46494 1.46191 -4.50146 0.0 -0.1 0.0
C 1.92243 -1.00730 -1.71543 0.1 -0.2 -0.1
C -1.31591 3.26737 2.12007 0.0 0.0 0.0
C 0.24391 -2.04753 -4.10438 -0.8 0.0 0.0
C -2.07118 -2.15191 1.27452 0.0 -0.1 0.1
C 0.19576 1.63546 -5.84701 0.0 0.0 0.0
C -0.80136 -0.39524 5.09426 0.0 0.0 0.0
C -0.86144 2.21116 2.87315 0.1 0.0 0.0
C -1.02578 1.22893 -6.37039 0.0 0.0 0.0
C 2.84257 -1.45492 3.17891 0.0 0.0 0.0
C -0.84470 -2.23548 -0.51683 0.4 -0.2 0.0
C -1.62438 0.55292 -4.16597 -0.1 0.2 0.1
C -2.87165 -1.10364 5.28942 0.0 0.0 0.0
B -0.62131 -0.33821 2.52383 0.1 0.1 0.1
H 3.61270 -2.15026 3.47039 0.0 0.0 0.0
H -1.48355 -2.26083 -2.99121 0.2 0.1 -0.5
H -0.38313 -3.64154 -2.29070 0.1 -0.2 0.4
H -1.35738 4.30644 2.40071 0.0 0.0 0.0
H 0.88829 -2.47237 3.56579 0.0 0.0 0.0
H -2.77207 -2.25249 2.08471 0.0 0.0 0.0
H -2.68760 -3.49498 -0.37371 0.0 0.0 0.0
H 2.88888 2.93852 0.39298 0.0 -0.1 0.0
H -3.22025 2.99816 -0.56927 0.0 0.0 0.0
H 1.33173 2.55893 1.15384 0.0 0.0 0.0
H 4.07550 1.46494 1.78546 0.0 0.0 0.0
H -0.46700 2.17556 3.87565 0.0 0.0 0.0
H -2.26947 4.44489 -0.17964 0.0 0.0 0.0
H -1.68600 -0.55064 7.10830 0.0 0.0 0.0
H -2.91250 0.33630 -5.86826 0.0 0.0 0.0
H 1.04007 -2.74582 -4.45432 0.2 0.1 0.3
H 1.40595 1.75703 -4.05412 0.0 0.0 0.0
H 4.66393 0.98676 3.38173 0.0 0.0 0.0
H -4.89758 -0.65874 5.84419 0.0 0.0 0.0
H -4.66989 -2.23070 5.08036 0.0 0.0 0.0
H -1.59229 3.17449 -1.20429 0.0 0.0 0.0
H 0.91576 2.09049 -6.51279 0.0 0.0 0.0
H -4.16581 -1.97758 6.75972 0.0 0.0 0.0
H 5.02727 -0.01169 1.96967 0.0 0.0 0.0
H 0.20905 -0.03611 5.19947 0.0 0.0 0.0
```
Positions in Å, forces in eV/Å.

**Multiplicity**: 2
**E_HOMO (alpha / beta)**: -3.505 / -3.546 eV
**Total charge**: -2
**Frontier orbital gap (alpha / beta)**: 6.6 / 6.3 eV
**Electronic energy**: -157169.8843 eV
**Energy relative to the best compared isomer or geometry (same formula, charge and spin)**: 1453.2 kJ/mol

Density functional theory data (ωB97M-V with the def2-TZVPD basis set) for C31H25BrN5NaO2Se as an isolated structure in a non-equilibrium geometry.

Geometry as XYZ:
```
66
Properties=species:S:1:pos:R:3:forces:R:3
Br -0.06910 -5.72958 5.93605 0.0 0.0 0.0
Se -3.04792 -1.29555 -0.20296 -0.3 0.0 0.0
Na -0.04212 0.05010 -0.20722 -0.6 -0.1 -0.4
O 0.41314 2.08819 0.12027 0.0 0.7 -0.1
O 1.80025 -0.68659 0.05972 0.9 -0.5 0.2
N -0.05954 -0.50727 2.09214 0.1 0.0 0.0
N -4.61008 -0.56610 0.18902 0.0 0.0 0.0
N 3.44296 -0.76352 6.16254 0.0 -0.5 0.3
N 3.74886 -0.03609 5.21096 0.0 0.5 -0.3
N -2.26289 0.26328 -0.54915 -0.5 0.0 0.0
C 0.24900 5.02607 0.18138 0.0 0.1 0.0
C -0.17654 3.74876 3.78465 0.0 0.0 0.0
C 0.64860 4.57577 -1.19550 0.0 0.0 -0.1
C 0.55461 2.73919 1.13504 0.0 0.0 0.2
C 3.55216 -0.19991 1.55246 0.0 0.0 0.1
C 0.75260 -0.08832 4.71129 0.0 0.1 0.1
C 3.12413 -0.12541 3.94414 0.2 -0.1 -0.1
C 2.20538 -0.46921 1.23663 0.0 -0.1 0.1
C -0.03688 6.36748 0.39106 0.0 0.0 0.0
C 1.01970 -4.17982 5.97558 0.0 0.0 0.0
C -0.67104 8.31631 1.84664 0.0 0.1 0.0
C 3.97338 -0.01873 2.85967 0.1 0.0 -0.1
C -0.57244 -0.17802 4.40113 0.0 0.0 0.0
C -3.16807 1.20565 -0.33993 0.2 0.0 0.0
C -0.40901 5.98066 2.71986 0.0 0.0 -0.1
C 1.26700 -0.42442 2.37910 0.1 0.0 -0.1
C -5.23873 3.00848 0.18496 0.1 0.0 0.0
C -0.11527 4.63521 2.56614 0.0 0.0 -0.1
C 2.80636 -2.88920 5.04419 0.1 0.1 0.0
C 0.81380 -3.22757 6.95796 0.0 0.0 0.0
C 2.02324 -4.02738 5.02899 -0.1 -0.1 0.1
C -3.93080 3.46969 -0.19775 -0.1 0.0 0.0
C 0.20778 4.15777 1.28220 0.1 0.0 0.2
C -2.91989 2.61242 -0.45812 0.0 -0.1 0.0
C 1.73247 -0.24534 3.70404 -0.1 0.0 0.1
C -0.93375 -0.40698 3.06330 -0.1 0.0 0.0
C 2.58840 -1.90671 6.00578 0.0 0.0 0.2
C -0.36996 6.86067 1.64601 0.0 0.0 0.0
C -5.51710 1.69337 0.31641 0.1 -0.1 0.0
C 1.61982 -2.10106 6.97936 0.0 -0.1 0.0
C -4.47379 0.74068 0.06485 -0.1 0.0 0.0
H 0.96850 2.24134 2.02494 0.0 0.0 0.1
H -6.00984 3.74147 0.37431 0.0 0.0 0.0
H -1.64995 8.45216 2.30602 0.0 0.0 0.0
H 1.59488 4.03558 -1.17872 0.0 0.0 0.0
H -1.93269 2.94948 -0.72962 0.1 0.0 0.0
H -6.49301 1.33659 0.60799 -0.1 0.0 0.0
H 0.78421 3.72994 4.30064 0.1 0.0 0.0
H 5.01908 0.17052 3.07212 0.0 0.0 0.0
H -0.91480 4.14100 4.48276 0.0 0.0 0.0
H 0.75288 5.43966 -1.84846 0.0 0.0 0.0
H -0.67944 6.35050 3.70155 0.0 0.0 0.0
H 3.58276 -2.76243 4.30377 0.0 0.0 0.0
H -3.75949 4.53512 -0.27195 0.0 0.0 0.0
H 1.06093 0.12346 5.72754 0.0 0.0 -0.1
H 0.01088 7.04933 -0.44876 0.0 0.0 0.0
H 0.06414 8.77438 2.50885 0.0 0.0 0.0
H -0.65887 8.85700 0.90302 0.0 0.0 0.0
H 2.18740 -4.79104 4.28342 0.0 0.0 0.0
H 4.25256 -0.14829 0.73200 0.1 0.0 0.0
H 0.04590 -3.36928 7.70442 0.0 0.0 0.0
H -0.45244 2.72086 3.56618 0.0 -0.1 0.0
H -0.08083 3.89724 -1.63386 0.0 0.0 0.0
H -1.33533 -0.06300 5.15795 0.0 0.0 0.0
H 1.49982 -1.35672 7.75378 0.0 0.1 0.1
H -1.98099 -0.49206 2.78862 0.0 0.0 0.0
```
Positions in Å, forces in eV/Å.

**E_HOMO**: -6.606 eV
**Total charge**: 0
**Frontier orbital gap**: 5.3 eV
**Electronic energy**: -183903.1812 eV
**Energy relative to the best compared isomer or geometry (same formula, charge and spin)**: 19.0 kJ/mol